{"formula": "C29H39N2O6", "method": "wB97M-V/def2-TZVPD", "symbols": ["C", "H", "H", "C", "C", "C", "N", "C", "O", "C", "N", "C", "H", "H", "C", "C", "C", "C", "C", "C", "C", "H", "O", "C", "O", "H", "H", "H", "H", "H", "C", "C", "O", "O", "H", "H", "C", "C", "C", "C", "C", "C", "C", "H", "H", "O", "C", "H", "H", "H", "H", "H", "H", "H", "H", "H", "C", "H", "H", "C", "H", "C", "C", "H", "H", "H", "H", "H", "H", "H", "H", "H", "H", "H", "H", "H"], "positions_angstrom": [[-2.95, -6.75, -0.07], [-3.21, -7.52, 0.66], [-3.60, -6.86, -0.93], [-3.08, -5.37, 0.55], [-2.72, -4.27, -0.46], [-2.85, -2.88, 0.17], [-2.54, -1.83, -0.80], [-1.33, -1.31, -0.80], [-0.43, -1.62, -0.02], [-0.96, -0.24, -1.86], [0.32, 0.30, -1.39], [1.49, 0.26, -2.27], [1.83, -0.77, -2.41], [1.23, 0.70, -3.23], [2.55, 1.12, -1.55], [3.60, 0.32, -0.83], [4.94, 0.65, -0.99], [5.96, -0.03, -0.33], [5.59, -1.05, 0.50], [4.25, -1.39, 0.68], [3.24, -0.73, 0.03], [2.22, -1.03, 0.20], [4.15, -2.43, 1.55], [5.48, -2.75, 1.93], [6.37, -1.87, 1.26], [5.71, -3.79, 1.65], [5.59, -2.63, 3.02], [6.99, 0.24, -0.47], [5.20, 1.46, -1.65], [3.05, 1.75, -2.29], [1.73, 2.01, -0.57], [2.03, 3.48, -0.84], [1.51, 4.12, -1.71], [2.95, 3.95, -0.01], [3.16, 4.88, -0.20], [1.99, 1.78, 0.46], [0.26, 1.71, -0.89], [-0.72, 1.85, 0.23], [-1.82, 2.69, 0.08], [-2.78, 2.80, 1.07], [-2.65, 2.06, 2.25], [-1.53, 1.23, 2.41], [-0.58, 1.13, 1.42], [0.27, 0.49, 1.58], [-1.44, 0.68, 3.32], [-3.53, 2.08, 3.27], [-4.65, 2.92, 3.21], [-4.36, 3.97, 3.12], [-5.31, 2.66, 2.37], [-5.19, 2.77, 4.14], [-3.61, 3.47, 0.92], [-1.93, 3.27, -0.82], [-0.04, 2.34, -1.74], [0.49, -0.35, -0.55], [-1.71, 0.55, -1.93], [-0.84, -0.72, -2.83], [-3.63, -1.35, -1.62], [-4.33, -2.17, -1.77], [-3.26, -1.05, -2.60], [-4.35, -0.18, -0.94], [-3.63, 0.60, -0.68], [-5.45, 0.42, -1.83], [-6.14, 1.59, -1.15], [-6.91, 2.00, -1.79], [-5.42, 2.38, -0.93], [-6.60, 1.27, -0.21], [-6.18, -0.35, -2.06], [-5.01, 0.75, -2.77], [-4.80, -0.52, 0.00], [-3.87, -2.73, 0.53], [-2.16, -2.79, 1.00], [-1.69, -4.41, -0.79], [-3.37, -4.35, -1.33], [-2.43, -5.29, 1.42], [-4.11, -5.22, 0.89], [-1.92, -6.93, -0.40]], "energy_ev": -45966.3820, "gap_ev": 8.52, "smiles": "CCCCN(CCCC)C(=O)C[N@H+]1C[C@H](c2ccc3c(c2)OCO3)[C@@H](C(=O)O)[C@@H]1c1ccc(OC)cc1", "de_lowest_kcal_mol": 0.0, "charge": 1, "mol_weight_g_mol": 511.64, "e_homo_ev": -10.5, "lumo_ev": -1.94}